{"formula": "C36H72HgN4O4", "method": "ωB97M-V/def2-TZVPD", "relative_energy_ev": 7.773, "fmax_ev_per_a": 4.6, "homo_ev": -1.205, "total_energy_ev": -56809.81918, "charge": -2, "elements": ["Hg", "C", "C", "C", "C", "C", "C", "N", "O", "C", "C", "C", "H", "H", "H", "H", "H", "H", "H", "H", "H", "H", "H", "H", "H", "H", "H", "H", "H", "H", "C", "C", "C", "C", "C", "C", "N", "O", "C", "C", "C", "H", "H", "H", "H", "H", "H", "H", "H", "H", "H", "H", "H", "H", "H", "H", "H", "H", "H", "C", "C", "C", "C", "C", "C", "N", "O", "C", "C", "C", "H", "H", "H", "H", "H", "H", "H", "H", "H", "H", "H", "H", "H", "H", "H", "H", "H", "H", "C", "C", "C", "C", "C", "C", "N", "O", "C", "C", "C", "H", "H", "H", "H", "H", "H", "H", "H", "H", "H", "H", "H", "H", "H", "H", "H", "H", "H"], "coordinates": [[-17.16368, -19.75684, 6.94606], [-22.88069, -21.17289, 5.28687], [-23.00729, -21.88832, 3.86099], [-23.93500, -20.90930, 3.00462], [-23.96790, -21.22857, 1.47868], [-22.60340, -21.30212, 0.83212], [-21.59850, -22.21915, 1.62514], [-21.73137, -22.05970, 3.14621], [-20.63884, -22.64970, 3.95291], [-20.22167, -21.67277, 1.10217], [-21.69784, -23.69259, 1.18696], [-23.81281, -23.22470, 4.01421], [-23.58087, -20.34738, 5.41485], [-21.85560, -20.84333, 5.45625], [-22.98023, -21.89142, 6.10045], [-23.64538, -19.86407, 3.11288], [-24.95218, -21.00060, 3.38556], [-24.64654, -20.51452, 1.01212], [-24.41001, -22.20930, 1.30316], [-22.31060, -20.26039, 0.70107], [-22.80799, -21.72892, -0.14975], [-19.37650, -22.26583, 1.45156], [-20.07385, -20.63837, 1.41243], [-20.35020, -21.76438, 0.02366], [-20.87835, -24.32344, 1.53130], [-21.69109, -23.74921, 0.09846], [-22.64518, -24.17981, 1.41773], [-23.93979, -23.72539, 3.05438], [-24.77081, -23.05765, 4.50657], [-23.37863, -23.99319, 4.65375], [-12.37909, -25.13529, 7.15818], [-11.12847, -24.71043, 6.25139], [-10.26474, -25.97709, 6.16130], [-9.13855, -25.89696, 5.17026], [-9.56944, -25.42511, 3.76095], [-10.45504, -24.14313, 3.77696], [-11.47990, -24.25016, 4.86174], [-12.51944, -23.19804, 4.81796], [-11.09339, -24.33318, 2.41977], [-9.61238, -22.80481, 3.86892], [-10.24544, -23.67781, 7.10230], [-13.00826, -24.25392, 7.28244], [-12.06867, -25.19960, 8.20107], [-12.97488, -25.99178, 6.84266], [-10.96699, -26.73458, 5.81322], [-9.82880, -26.33989, 7.09212], [-8.63412, -26.86119, 5.10783], [-8.36025, -25.25631, 5.58487], [-10.04812, -26.29150, 3.30451], [-8.66821, -25.29900, 3.16096], [-11.58381, -25.30485, 2.36105], [-10.28374, -24.07805, 1.73605], [-11.86537, -23.58564, 2.23721], [-10.31228, -21.99148, 4.06057], [-8.99907, -22.70105, 2.97383], [-8.90512, -22.84916, 4.69712], [-10.92246, -22.91361, 7.48407], [-9.34848, -23.17388, 6.74230], [-9.98922, -24.23068, 8.00606], [-19.27425, -22.84663, 14.76321], [-19.09221, -21.44246, 15.38613], [-19.30964, -21.48757, 16.93236], [-18.11530, -21.77167, 17.83463], [-16.95389, -20.87973, 17.37294], [-16.48172, -21.04455, 15.88993], [-17.72056, -20.78794, 14.99783], [-17.38896, -20.83370, 13.56679], [-15.86404, -22.48126, 15.71309], [-15.35856, -20.01987, 15.60581], [-20.19675, -20.55243, 14.88402], [-18.83622, -23.64216, 15.36600], [-18.96513, -22.92639, 13.72101], [-20.30475, -23.19806, 14.81498], [-20.01877, -22.27069, 17.20062], [-19.77479, -20.61124, 17.38377], [-17.74458, -22.78870, 17.70688], [-18.24820, -21.66637, 18.91136], [-16.09335, -21.09775, 18.00544], [-17.19344, -19.84831, 17.63156], [-16.61424, -23.24646, 15.91250], [-15.04930, -22.68854, 16.40688], [-15.44871, -22.63887, 14.71771], [-15.67275, -18.99556, 15.40537], [-14.80955, -20.38202, 14.73660], [-14.75631, -19.82649, 16.49350], [-21.08502, -20.83266, 15.45018], [-20.30974, -20.74591, 13.81729], [-19.95196, -19.50863, 15.08066], [-17.36150, -12.27165, 5.67821], [-16.96056, -13.69755, 5.33759], [-16.10253, -13.62471, 4.05555], [-14.63149, -13.16385, 4.23803], [-14.02389, -13.94309, 5.45959], [-14.86800, -13.99454, 6.75451], [-16.24517, -14.47713, 6.40216], [-17.10824, -14.93681, 7.52223], [-14.82659, -12.62870, 7.60258], [-14.15003, -15.04122, 7.59321], [-18.13283, -14.53389, 4.75510], [-16.57861, -11.59302, 5.33962], [-17.74103, -12.07042, 6.67999], [-18.21690, -12.04763, 5.04087], [-16.48832, -12.82198, 3.42714], [-16.14527, -14.47301, 3.37243], [-14.43605, -12.10258, 4.39164], [-14.09545, -13.32542, 3.30280], [-13.13991, -13.34658, 5.68512], [-13.64730, -14.86556, 5.01762], [-15.44066, -12.69396, 8.50078], [-15.10800, -11.71807, 7.07374], [-13.82711, -12.36627, 7.94939], [-13.15482, -14.60949, 7.69933], [-14.10684, -15.94296, 6.98238], [-14.59524, -15.25247, 8.56545], [-18.76914, -14.91367, 5.55446], [-18.00150, -15.43677, 4.15872], [-18.79593, -13.96259, 4.10547]], "forces_ev_per_angstrom": [[0.00, 0.02, -0.01], [1.10, -1.17, -0.71], [-1.08, 0.83, -0.21], [0.60, -1.05, -0.82], [-0.45, -0.70, 1.31], [-1.02, -0.17, 0.89], [0.56, 0.97, 0.77], [2.76, -0.79, 1.25], [-3.41, 1.50, -2.66], [-0.70, -0.76, 0.87], [-0.47, -0.11, -0.52], [0.36, -0.14, 0.21], [-0.02, -0.12, -0.13], [0.00, 0.36, -0.45], [-0.47, -0.14, -0.08], [0.33, -0.01, 0.23], [-0.04, 0.03, 0.17], [0.16, 0.15, -0.29], [-0.42, -0.17, 0.32], [0.88, -0.16, 0.08], [0.58, -0.02, -0.23], [-0.10, -0.04, -0.01], [-0.08, -0.04, -0.11], [0.50, 0.24, -0.14], [-0.04, 0.29, 0.37], [0.30, 0.21, -0.28], [-0.04, 0.12, 0.50], [-0.31, 0.23, -0.09], [-0.29, 0.34, -0.33], [0.78, 0.31, 0.06], [0.72, 2.27, -0.38], [1.06, 0.23, 0.48], [-0.66, -0.59, -1.21], [0.71, 0.48, -0.49], [0.90, -0.36, 2.07], [0.20, -0.88, 0.88], [-2.29, 1.52, 0.54], [3.13, -2.65, 0.16], [-1.07, 2.02, -0.01], [-0.48, -1.38, 0.25], [-1.75, -0.24, 0.73], [-0.45, -0.02, -0.74], [0.55, -0.82, -0.04], [0.34, 0.09, -0.21], [0.03, -0.45, -0.04], [-0.44, 0.38, 0.40], [-0.08, -0.28, -0.16], [0.09, 0.45, -0.05], [-0.56, 0.25, -0.02], [0.07, 0.46, -0.12], [0.41, 0.04, -0.36], [-0.14, -0.80, -0.60], [-0.13, 0.13, 0.11], [0.09, 0.07, -0.31], [-0.24, 0.31, -0.21], [-0.09, -0.09, 0.11], [-0.01, 0.36, -0.27], [-0.21, -0.44, -0.60], [0.35, -0.09, 0.08], [-0.16, -0.52, 0.61], [1.71, 0.01, 0.25], [0.25, -0.74, 1.33], [1.67, -0.06, -1.50], [0.41, -0.12, 0.30], [-1.37, -0.20, 0.14], [1.03, -0.52, -1.55], [-1.11, -0.27, 3.81], [-0.52, 0.35, 0.00], [-0.66, 0.18, -0.24], [0.14, 0.03, -0.50], [0.83, 0.11, -0.05], [0.30, 0.32, 0.18], [-0.55, 0.60, -0.15], [-0.45, -0.22, -0.59], [-0.01, 0.60, -0.72], [-0.25, -0.34, -0.06], [-0.54, 0.29, -0.05], [0.31, -0.13, 0.03], [-0.12, 0.33, -0.49], [-0.06, -0.01, -0.20], [0.13, 0.37, 0.28], [-0.33, 0.20, -0.14], [-0.74, -0.19, -0.45], [0.32, 0.27, 0.22], [0.47, -0.83, 0.07], [-0.33, 0.08, -0.32], [-0.27, 0.39, -0.02], [-0.06, 0.00, -0.13], [-0.94, 0.26, -0.41], [0.51, -2.27, -1.26], [1.67, 2.03, -0.62], [-0.32, -1.00, 1.23], [0.37, 2.03, -1.63], [-0.99, 0.02, 0.27], [-1.57, -0.34, 1.80], [2.55, 1.82, -3.05], [0.02, -0.24, -0.68], [-0.12, 0.08, -0.21], [-1.83, -0.34, 1.32], [0.07, 0.18, 0.56], [0.57, -0.28, 0.20], [-0.10, 0.16, -0.20], [-0.77, 0.10, -0.05], [0.11, -0.48, 0.69], [-0.83, 0.33, 0.27], [0.24, -0.55, 0.05], [0.40, -0.23, 0.39], [-0.42, -0.56, 0.82], [-0.22, -0.32, -0.18], [-0.41, -0.23, -0.35], [0.38, -0.55, -0.02], [0.28, -0.43, 0.32], [0.09, -0.19, 0.34], [-0.10, 0.13, -0.17], [-0.07, 0.26, 0.33], [1.29, 0.00, 0.16], [0.14, 0.63, 0.07]]}